Molecular formula: C55H78InN5O3S2
Method: DFT, wB97M-V/def2-TZVPD

Computed properties:
Frontier orbital gap, Ha: 0.2049
Largest force on an atom, Eh/bohr: 0.017
Charge: -2

Each line ends with the Löwdin charge.
Geometry (Å):
In -0.87384 -0.81313 -0.26178  1.0807
C -0.91090 7.16137 -3.82738  -0.0442
C -0.40061 5.85086 -4.44303  -0.5615
C -1.18957 5.54491 -5.72398  -0.0510
C 1.06991 6.03553 -4.81384  -0.0696
C -0.60560 4.71491 -3.45039  -0.1736
C 0.39456 4.02918 -2.88832  -0.0519
C 0.16986 2.96348 -1.85484  -0.5142
C 1.29653 1.93259 -1.91365  -0.1628
N 1.58672 1.15111 -0.71369  -0.1112
C 1.91752 2.01440 0.43031  -0.2155
C -0.43251 1.97641 1.57849  -0.2523
N -0.19767 0.74022 2.33922  -0.4160
C 1.63248 -1.16948 2.74866  -0.4062
C 2.52977 -1.32697 1.52173  -0.2390
N 1.82527 -1.62936 0.27093  -0.1807
C 2.62550 -1.21241 -0.86833  -0.1721
C 2.77668 0.30928 -0.99688  -0.1527
C 1.53709 -3.06598 0.25059  -0.1480
C 0.82274 -3.73226 -0.92792  -0.1336
C 0.79141 -5.12183 -0.80608  -0.0143
C 0.18172 -5.94950 -1.72778  -0.1949
C -0.39758 -5.32531 -2.83730  -0.0105
C -0.40540 -3.95681 -3.01612  -0.0930
C 0.18509 -3.10509 -2.02821  -0.3699
O 0.09666 -1.81126 -2.15580  -0.2787
C -1.08314 -3.30704 -4.22431  -0.5255
C -0.07308 -2.43244 -4.98008  -0.0467
C -1.63115 -4.33732 -5.21743  -0.0823
C -2.26396 -2.44179 -3.75916  -0.0412
C 0.08480 -7.46544 -1.57212  -0.5602
C -1.39237 -7.88154 -1.51579  -0.0528
C 0.75814 -7.95913 -0.29092  -0.0757
C 0.75708 -8.16186 -2.76309  -0.0590
C -1.35815 0.35194 3.17584  -0.1996
C -2.50547 -0.33919 2.49531  -0.1729
C -3.77045 0.23247 2.54061  -0.0073
C -4.90649 -0.45143 2.12832  -0.1911
C -4.70652 -1.74748 1.63734  0.0023
C -3.47200 -2.37035 1.56764  -0.0991
C -2.30710 -1.67520 2.03807  -0.4630
O -1.13244 -2.18797 2.00017  -0.1972
C -3.30971 -3.77511 0.98660  -0.5161
C -2.67171 -4.71252 2.02174  -0.0409
C -2.40807 -3.70787 -0.25524  -0.0592
C -4.64099 -4.40313 0.56042  -0.0754
C -6.32933 0.08943 2.27997  -0.5595
C -6.34898 1.55137 2.73203  -0.0714
C -7.07527 -0.73940 3.33779  -0.0603
C -7.10261 -0.01040 0.95692  -0.0554
C -1.20625 2.37269 -2.05363  -0.3370
O -1.41488 1.17316 -2.12015  -0.0070
C -2.30646 3.34688 -2.29863  -0.1028
C -1.98274 4.40543 -3.05127  0.0230
C -3.72391 3.03373 -1.84455  -0.5301
C -4.49442 4.33715 -1.59395  -0.0548
C -3.71761 2.24215 -0.53677  -0.0384
C -4.43291 2.21571 -2.93127  -0.0312
H -0.79352 7.98311 -4.53833  0.0800
H -0.34999 7.40038 -2.92328  0.0935
H -1.96513 7.09718 -3.55854  0.0743
H -1.00344 6.31789 -6.47375  0.0781
H -2.26332 5.50866 -5.53800  0.0751
H -0.88884 4.58142 -6.13808  0.0907
H 1.16366 6.84805 -5.53764  0.0792
H 1.48143 5.13011 -5.26232  0.0876
H 1.67179 6.29239 -3.94216  0.0865
H 1.42896 4.26009 -3.10123  0.1078
H 2.20689 2.48138 -2.21134  0.1226
H 1.04747 1.22336 -2.70819  0.1388
H 2.67587 2.75505 0.13217  0.1217
H 2.35885 1.39469 1.20501  0.0604
H -1.05680 1.69831 0.72487  0.0426
H -1.03553 2.67308 2.17558  0.1052
H 0.65435 -1.64256 2.60315  0.0431
H 2.10060 -1.62922 3.62088  0.0674
H 3.27161 -2.12423 1.70778  0.1136
H 3.10226 -0.41276 1.37813  0.0873
H 2.15452 -1.60531 -1.76293  0.1010
H 3.64825 -1.62905 -0.79845  0.1273
H 3.11971 0.49462 -2.02058  0.1163
H 3.59270 0.65265 -0.35254  0.1126
H 0.94984 -3.27451 1.15072  0.1174
H 2.49807 -3.60105 0.37367  0.1203
H 1.26510 -5.54728 0.07158  0.1063
H -0.87188 -5.95082 -3.58154  0.0874
H 0.75707 -3.04226 -5.34595  0.0829
H 0.31969 -1.66093 -4.32104  0.0715
H -0.55630 -1.95729 -5.83900  0.0759
H -0.84592 -4.99459 -5.59762  0.0786
H -2.06881 -3.80914 -6.06810  0.0751
H -2.41363 -4.95390 -4.77089  0.0787
H -1.92218 -1.64016 -3.10649  0.0592
H -2.98427 -3.05145 -3.20968  0.0795
H -2.77120 -2.00481 -4.62464  0.0802
H -1.88942 -7.39400 -0.67575  0.0771
H -1.48434 -8.96518 -1.39552  0.0749
H -1.91992 -7.59281 -2.42574  0.0756
H 0.31312 -7.50012 0.59215  0.0823
H 1.82646 -7.73613 -0.29109  0.0821
H 0.63817 -9.04240 -0.20674  0.0762
H 0.31366 -7.84576 -3.70774  0.0717
H 0.65364 -9.24851 -2.68465  0.0740
H 1.82031 -7.91629 -2.79485  0.0843
H -1.73152 1.23559 3.71287  0.1193
H -0.95928 -0.34198 3.91750  0.0992
H -3.84923 1.23563 2.94721  0.1056
H -5.57820 -2.29604 1.30396  0.0853
H -1.75411 -4.27084 2.40640  0.0728
H -2.44232 -5.67748 1.55775  0.0698
H -3.35971 -4.88696 2.85378  0.0810
H -1.38559 -3.46462 0.02680  0.0443
H -2.76126 -2.93951 -0.94650  0.0670
H -2.40035 -4.66873 -0.78078  0.0895
H -5.35415 -4.44386 1.38678  0.0759
H -4.45557 -5.42715 0.22527  0.0745
H -5.09999 -3.85918 -0.26833  0.0830
H -5.91676 1.66707 3.72673  0.0817
H -7.38115 1.91191 2.76841  0.0765
H -5.79184 2.18988 2.04739  0.0726
H -6.54307 -0.70131 4.28996  0.0854
H -7.14343 -1.78560 3.03566  0.0744
H -8.09085 -0.35808 3.48926  0.0729
H -6.62377 0.59407 0.18505  0.0720
H -8.13058 0.34300 1.08499  0.0749
H -7.14052 -1.03813 0.59573  0.0709
H -2.76068 5.09655 -3.34984  0.1008
H -3.93732 4.98872 -0.91949  0.0944
H -5.45592 4.10436 -1.13195  0.0813
H -4.69785 4.88572 -2.51567  0.0699
H -3.20396 2.79505 0.25200  0.0960
H -3.24146 1.26705 -0.63361  0.0600
H -4.74438 2.08227 -0.21407  0.0653
H -4.48322 2.77548 -3.86808  0.0806
H -5.45006 1.97291 -2.61380  0.0813
H -3.89857 1.28338 -3.11217  0.0846
S 1.26091 0.54566 3.21862  0.9583
C 0.77419 2.78068 1.07585  -0.5986
S 0.16425 3.95351 -0.25893  1.0831
C 1.31040 3.68370 2.14743  -0.3512
C 0.45518 4.28449 3.08404  -0.3099
N -0.26179 4.77864 3.85235  0.0847
C 2.66299 4.05336 2.18507  -0.3097
N 3.78301 4.36087 2.20967  0.0814

***

Molecular formula: C24H33AsClI2P2Yb
Method: DFT, wB97M-V/def2-TZVPD

Computed properties:
Frontier orbital gap (spin up / spin down), Ha: 0.2552 / 0.2359
Largest force on an atom, Eh/bohr: 0.030
⟨S²⟩: 0.751
Charge: +2
Spin multiplicity: 2

Each line ends with the Löwdin charge.
Geometry (Å):
I 0.18347 1.66720 -6.74296  0.1256
I -0.38952 3.45266 -4.88193  0.0722
Yb -0.07637 0.14785 -2.48920  0.9851
P -2.63645 -0.39485 -2.22159  0.5982
C -3.52210 0.75262 -1.10049  -0.2663
C -3.16993 0.00861 -3.94553  -0.2724
H -4.28173 -0.15516 -3.96938  0.0781
H -4.29663 -2.13239 -1.96907  0.0740
H -2.60259 -0.67710 -4.62594  0.0322
H -2.61474 -2.78447 -2.49033  0.0338
H -3.17162 1.79417 -1.32284  0.0548
H -2.84382 1.05344 -4.19732  0.0224
C -3.18708 -2.09867 -1.81628  -0.2477
H -4.63467 0.61606 -1.25461  0.0816
H -2.87031 -2.31789 -0.76584  0.0573
H -3.21293 0.55338 -0.04035  0.0273
P 2.49039 -0.35419 -2.20680  0.5889
C 3.33867 0.80476 -1.06704  -0.2679
C 3.07275 -2.05684 -1.82281  -0.2445
H 2.45221 -0.64322 -4.61960  0.0276
H 4.12916 -0.10690 -3.95882  0.0774
H 2.67684 1.08089 -4.19906  0.0316
C 3.01369 0.04349 -3.93230  -0.2858
H 2.50202 -2.74236 -2.49401  0.0358
H 4.18043 -2.07435 -1.98626  0.0748
H 4.44657 0.66079 -1.22799  0.0767
H 3.02050 0.61858 -0.00450  0.0211
H 2.76750 -2.30836 -0.77742  0.0411
H 2.98732 1.84038 -1.30959  0.0570
Cl -0.06132 -1.98451 -3.72922  -0.0452
C 3.12047 2.94935 3.40918  -0.0515
C 3.21174 1.55420 3.48644  -0.0521
C 2.36697 0.74483 2.71428  -0.1060
C 1.40974 1.36835 1.88871  -0.3916
C 1.33359 2.77434 1.78832  -0.1225
C 2.18845 3.56438 2.55801  -0.0551
As 0.12787 0.34528 0.77360  1.2694
C 0.34095 -1.55151 1.30912  -0.3763
C 0.37722 -2.56217 0.30768  -0.1611
C 0.61913 -3.89518 0.66176  -0.0609
C 0.80458 -4.24788 2.01528  -0.0448
C 0.75672 -3.26636 2.99726  -0.0502
C 0.53555 -1.92023 2.66712  -0.1210
C -1.47418 0.99284 1.72700  -0.4080
C -2.17223 0.11785 2.58455  -0.0960
C -3.31331 0.59315 3.24592  -0.0563
C -3.77829 1.89377 3.03228  -0.0526
C -3.10783 2.75576 2.14244  -0.0588
C -1.96232 2.29669 1.49014  -0.1577
H 3.77944 3.57201 4.00464  0.1145
H 3.93201 1.07655 4.15062  0.1171
H 2.39662 -0.33651 2.75448  0.0832
H 0.59297 3.20410 1.12403  0.0744
H 2.10628 4.64647 2.48122  0.1150
H 0.24466 -2.32448 -0.74283  0.0305
H 0.65785 -4.64130 -0.11854  0.1120
H 0.97612 -5.29230 2.26168  0.1189
H 0.89320 -3.53852 4.05727  0.1278
H 0.51924 -1.16432 3.42844  0.0999
H -1.78154 -0.88122 2.72609  0.0820
H -3.83302 -0.06488 3.95016  0.1191
H -4.66027 2.26797 3.55030  0.1164
H -3.45556 3.77036 1.95772  0.1153
H -1.44252 2.93503 0.78475  0.0821

***

Molecular formula: C26H32NO6S
Method: DFT, wB97M-V/def2-TZVPD

Computed properties:
Frontier orbital gap, Ha: 0.2267
Largest force on an atom, Eh/bohr: 0.065
Charge: -1

Each line ends with the Löwdin charge.
Geometry (Å):
C -0.59846 4.98203 -1.37509  -0.0874
C -0.74400 3.54214 -0.94874  -0.2414
O 0.33780 3.22329 -0.06073  -0.0576
C 0.28076 1.97899 0.48408  -0.4309
C 1.36040 1.81317 1.46494  -0.1138
C 1.83689 0.54503 1.85332  -0.4032
O 1.56669 -0.47776 1.19988  -0.0348
C 2.82642 0.47574 3.01731  -0.1280
C 4.28234 0.38069 2.55147  -0.2070
C 4.87784 1.65079 1.96045  -0.2075
C 4.20613 2.19156 0.67431  -0.1969
C 3.27410 3.37868 0.90855  -0.2054
C 2.09646 3.05940 1.84588  -0.1857
O -0.58874 1.18277 0.16698  0.0706
H -1.41062 5.22216 -2.06812  0.0677
H -0.67487 5.66243 -0.51677  0.0749
H 0.35387 5.16384 -1.88968  0.0749
H -1.69019 3.39184 -0.41585  0.1219
H -0.69353 2.87065 -1.81344  0.1227
H 2.67167 1.30670 3.71907  0.1011
H 2.59843 -0.44439 3.56886  0.1082
H 4.88850 0.09461 3.42032  0.0991
H 4.35485 -0.43538 1.81992  0.1181
H 4.91129 2.43952 2.72469  0.1076
H 5.92044 1.42553 1.69623  0.0965
H 4.99380 2.53019 -0.01735  0.0986
H 3.65462 1.38782 0.16462  0.1196
H 3.82939 4.22226 1.34222  0.1000
H 2.87199 3.71904 -0.05889  0.1024
H 1.38824 3.89729 1.80927  0.1048
H 2.46634 2.95680 2.87564  0.0920
C -5.74061 0.11235 3.52195  -0.0722
O -4.45911 -0.32258 4.03424  -0.1105
C -3.43326 -0.61136 3.18824  -0.2749
C -2.16527 -0.83488 3.78317  -0.0133
C -1.06393 -1.12737 3.00633  -0.0128
C -1.19205 -1.19926 1.60847  -0.2081
C -0.11829 -1.70742 0.76733  -0.2134
N -0.30588 -1.79678 -0.52140  -0.0367
S 0.61010 -2.99933 -1.37315  0.6543
C -0.29596 -3.15740 -2.90536  -0.2730
C -0.98138 -4.34916 -3.14581  -0.0543
C -1.55188 -4.56855 -4.39596  -0.0477
C -1.43924 -3.61158 -5.40973  -0.2871
C -2.00991 -3.89664 -6.76732  -0.0664
C -0.78125 -2.40794 -5.13980  -0.0420
C -0.20293 -2.17052 -3.89325  -0.0403
O 1.88959 -2.43781 -1.70279  -0.3079
O 0.49348 -4.24819 -0.66091  -0.3312
C -2.41313 -0.87965 1.00865  -0.0314
C -3.54602 -0.63562 1.77332  -0.0129
H -6.26786 0.46428 4.40865  0.0825
H -5.64080 0.92839 2.79726  0.0883
H -6.27755 -0.73068 3.07225  0.0881
H -2.10345 -0.76813 4.86571  0.1082
H -0.09188 -1.29183 3.47084  0.1179
H 0.59667 -2.36117 1.27325  0.1256
H -1.05813 -5.09404 -2.35710  0.1088
H -2.07793 -5.50146 -4.59483  0.1109
H -1.82129 -3.06591 -7.45070  0.0695
H -1.56817 -4.80210 -7.20216  0.0802
H -3.09256 -4.06285 -6.72032  0.0794
H -0.70742 -1.66247 -5.93142  0.1077
H 0.31453 -1.24102 -3.68450  0.1193
H -2.45527 -0.85338 -0.07940  0.1141
H -4.49081 -0.44536 1.25293  0.1001

***

Molecular formula: C34H43N4O5
Method: DFT, wB97M-V/def2-TZVPD

Computed properties:
Frontier orbital gap, Ha: 0.1673
Largest force on an atom, Eh/bohr: 0.077
Charge: +1

Each line ends with the Löwdin charge.
Geometry (Å):
C 2.93201 -1.88713 3.37155  -0.0442
O 2.18546 -2.25563 2.20510  -0.0613
C 1.19256 -3.13126 2.46589  -0.4629
O 0.83072 -3.39529 3.59683  0.1392
C 0.61346 -3.75639 1.21733  -0.1972
C 1.19929 -5.17086 1.03969  -0.0919
C 0.17287 -6.10365 1.67731  -0.1339
C -1.15403 -5.33140 1.65752  -0.1448
N -0.79073 -3.94995 1.44209  -0.0600
C -1.68131 -2.93321 1.45939  -0.1994
C -1.29380 -1.59538 1.47869  -0.0449
C -2.31084 -0.52617 1.59958  -0.2245
C -3.73461 -0.98674 1.96280  -0.1748
C -4.12596 -2.26955 1.24456  -0.1891
C -3.11897 -3.38809 1.50638  -0.1230
H 3.69864 -1.20545 3.00256  0.0953
H 2.27678 -1.39171 4.09618  0.0827
H 3.38224 -2.77854 3.82138  0.1095
H 0.81931 -3.08033 0.37735  0.1564
H 1.27764 -5.38121 -0.02958  0.1203
H 2.19376 -5.26650 1.48555  0.1271
H 0.08196 -7.04982 1.13896  0.1157
H 0.43714 -6.31826 2.71849  0.1177
H -1.80298 -5.70436 0.84701  0.1205
H -1.71266 -5.47829 2.59693  0.1311
H -0.23393 -1.35844 1.41185  0.0579
H -1.98676 0.17382 2.37024  0.0655
H -2.35445 0.06422 0.67271  0.0830
H -3.77789 -1.15380 3.04785  0.1241
H -4.43956 -0.18320 1.72500  0.1129
H -5.11586 -2.58871 1.58212  0.1154
H -4.20024 -2.09664 0.16431  0.1153
H -3.31035 -4.18911 0.77807  0.1201
H -3.31445 -3.82267 2.50274  0.1348
C -1.56480 0.53059 -4.84647  0.0004
N -0.57774 1.00706 -3.90847  -0.0354
C 0.63392 1.48920 -4.31844  -0.3659
O 1.02959 1.52451 -5.48026  0.1054
C 1.39850 1.93297 -3.06806  -0.1490
C 1.64129 3.45065 -3.04273  -0.0807
C 2.41912 3.96883 -4.23532  -0.2417
C 1.90418 5.01919 -5.00567  -0.0370
C 2.55921 5.41509 -6.17454  -0.0671
C 3.75920 4.79984 -6.54978  -0.0715
C 4.31224 3.80019 -5.73813  -0.0630
C 3.64932 3.39572 -4.57349  -0.0440
N 0.52241 1.45280 -1.99011  0.0635
C 0.93063 1.39513 -0.71138  0.0356
C 0.09989 1.22328 0.40023  -0.0524
C 0.56097 0.64234 1.58986  0.0106
C 0.34183 1.18864 2.91372  -0.1706
C 1.36857 1.15531 3.90570  -0.0029
C 1.11346 1.49480 5.22169  0.0348
C -0.20248 1.83918 5.60037  -0.1297
N -0.59073 1.72713 6.96519  -0.3077
O -1.81352 1.77703 7.23402  0.0785
O 0.29184 1.55217 7.83734  0.0803
C -1.18446 2.06932 4.61857  0.0383
C -0.87783 1.83745 3.28662  -0.0121
C -0.79066 0.98584 -2.46673  -0.4560
C -1.92089 1.96169 -2.10387  0.0221
C -1.10827 -0.42875 -1.97983  0.0213
H -1.28026 0.83275 -5.85641  0.1046
H -1.64359 -0.56362 -4.81291  0.1012
H -2.54612 0.94857 -4.60216  0.0962
H 2.37019 1.40639 -3.03703  0.1677
H 0.65932 3.95205 -2.99360  0.1257
H 2.18694 3.68531 -2.11161  0.1285
H 0.96514 5.48477 -4.69615  0.1132
H 2.12279 6.19712 -6.79585  0.1084
H 4.26329 5.09445 -7.47086  0.1081
H 5.25113 3.31913 -6.01306  0.1081
H 4.06495 2.60920 -3.93585  0.1130
H 2.00095 1.57695 -0.55483  0.1649
H -0.90965 1.63867 0.37380  0.1000
H 1.42910 -0.02372 1.50318  0.1239
H 2.38623 0.89387 3.60296  0.1175
H 1.87807 1.43837 5.99372  0.1317
H -2.17453 2.38346 4.93448  0.1311
H -1.59936 2.13439 2.51465  0.1257
H -1.81311 2.88634 -2.68860  0.1038
H -2.88697 1.49665 -2.34035  0.0984
H -1.91207 2.22150 -1.04272  0.0694
H -0.32221 -1.11969 -2.31668  0.1113
H -1.15062 -0.45992 -0.88648  0.0477
H -2.07889 -0.75048 -2.38210  0.1034

***

Q: Which of these has the lowest largest force on an atom?
A: C55H78InN5O3S2